{
  "formula": "C12H12FO4S",
  "method": "wB97M-V/def2-TZVPD",
  "species": ["F", "S", "C", "C", "O", "O", "H", "H", "H", "C", "C", "C", "C", "C", "C", "C", "C", "C", "C", "O", "O", "H", "H", "H", "H", "H", "H", "H", "H", "H"],
  "coordinates": [[3.04, -0.59, 2.26], [2.22, 0.83, 2.38], [0.61, 0.16, 2.40], [-0.48, 0.93, 2.33], [2.60, 1.39, 3.63], [2.45, 1.50, 1.12], [0.63, -0.94, 2.39], [-1.48, 0.46, 2.38], [-0.42, 2.01, 2.49], [-2.68, 2.93, -0.52], [-2.44, 1.61, 0.22], [-1.16, 0.92, -0.02], [-1.15, -0.53, -0.12], [-0.05, -1.18, -0.94], [0.75, -0.52, -1.89], [1.74, -1.20, -2.61], [1.96, -2.57, -2.40], [1.18, -3.24, -1.45], [0.19, -2.55, -0.75], [-1.98, -1.26, 0.44], [-3.34, 1.22, 0.96], [-2.01, 3.10, -1.37], [-3.72, 2.89, -0.88], [-2.62, 3.77, 0.19], [-0.43, 1.47, -0.61], [0.59, 0.54, -2.06], [2.35, -0.66, -3.35], [2.74, -3.11, -2.96], [1.34, -4.30, -1.24], [-0.41, -3.09, -0.01]],
  "e_homo_ev": -3.9,
  "energy_ha": -1263.4916,
  "charge": -1,
  "e_lumo_ev": 3.22,
  "gap_ev": 7.093,
  "largest_force_ev_per_a": 1.67
}

{
  "formula": "C13H14N4O4S",
  "method": "wB97M-V/def2-TZVPD",
  "species": ["C", "H", "O", "C", "C", "C", "C", "C", "C", "H", "H", "N", "C", "O", "C", "H", "H", "S", "C", "N", "N", "C", "C", "N", "O", "O", "C", "H", "H", "H", "H", "H", "H", "H", "H", "H"],
  "coordinates": [[2.04, 4.49, 2.51], [0.96, 4.66, 2.49], [2.34, 3.11, 2.54], [1.96, 2.34, 1.48], [1.25, 2.80, 0.37], [0.91, 1.93, -0.65], [1.27, 0.59, -0.58], [1.97, 0.13, 0.54], [2.31, 0.99, 1.55], [2.85, 0.65, 2.42], [2.25, -0.91, 0.60], [0.96, -0.34, -1.58], [0.18, -0.18, -2.67], [-0.37, 0.84, -3.01], [0.03, -1.45, -3.52], [-0.89, -1.39, -4.10], [0.89, -1.55, -4.19], [0.02, -2.96, -2.50], [-1.30, -2.50, -1.45], [-2.45, -2.07, -1.92], [-3.22, -1.82, -0.86], [-2.62, -2.08, 0.31], [-1.34, -2.53, -0.03], [-0.28, -2.81, 0.85], [0.83, -2.94, 0.38], [-0.54, -2.86, 2.04], [-3.25, -1.89, 1.63], [-4.16, -1.30, 1.54], [-3.49, -2.85, 2.07], [-2.56, -1.40, 2.30], [-4.15, -1.46, -1.00], [1.32, -1.27, -1.40], [0.37, 2.29, -1.51], [0.97, 3.83, 0.28], [2.45, 4.90, 3.43], [2.50, 4.99, 1.66]],
  "e_homo_ev": -7.9,
  "energy_ha": -1421.8696,
  "smiles": "COc1ccc(NC(=O)CSc2n[nH]c(C)c2[N+](=O)[O-])cc1",
  "e_lumo_ev": -0.28,
  "gap_ev": 7.594,
  "largest_force_ev_per_a": 1.66
}

{
  "formula": "C56H109FO17S2",
  "method": "wB97M-V/def2-TZVPD",
  "species": ["C", "C", "C", "O", "C", "H", "H", "H", "H", "H", "H", "H", "H", "C", "C", "C", "O", "C", "H", "H", "H", "H", "H", "H", "H", "H", "C", "C", "C", "O", "C", "H", "H", "H", "H", "H", "H", "H", "H", "C", "C", "C", "O", "C", "H", "H", "H", "H", "H", "H", "H", "H", "C", "C", "C", "O", "C", "H", "H", "H", "H", "H", "H", "H", "H", "C", "C", "C", "O", "C", "H", "H", "H", "H", "H", "H", "H", "H", "C", "C", "C", "O", "C", "H", "H", "H", "H", "H", "H", "H", "H", "C", "C", "C", "O", "C", "H", "H", "H", "H", "H", "H", "H", "H", "C", "C", "C", "O", "C", "H", "H", "H", "H", "H", "H", "H", "H", "C", "C", "C", "O", "C", "H", "H", "H", "H", "H", "H", "H", "H", "C", "C", "C", "O", "C", "H", "H", "H", "H", "H", "H", "H", "H", "O", "S", "O", "O", "C", "C", "C", "H", "H", "H", "H", "H", "H", "H", "H", "O", "S", "O", "O", "C", "C", "C", "H", "H", "H", "H", "H", "H", "H", "H", "F", "C", "C", "C", "C", "C", "C", "H", "H", "H", "H", "H"],
  "coordinates": [[-5.23, 19.72, -15.54], [-5.39, 18.24, -15.33], [-4.26, 17.54, -16.07], [-3.85, 18.55, -17.00], [-4.05, 19.90, -16.49], [-5.03, 20.23, -14.59], [-6.15, 20.08, -16.00], [-6.28, 17.87, -15.83], [-5.51, 17.89, -14.31], [-4.58, 16.62, -16.56], [-3.45, 17.24, -15.40], [-4.46, 20.59, -17.23], [-3.20, 20.43, -16.08], [-4.26, 29.41, -11.64], [-4.71, 28.01, -11.03], [-4.80, 27.13, -12.28], [-4.25, 27.89, -13.37], [-3.54, 29.00, -12.93], [-3.64, 30.02, -10.97], [-5.14, 29.97, -11.95], [-5.60, 28.02, -10.41], [-3.86, 27.71, -10.41], [-5.75, 26.67, -12.53], [-4.07, 26.34, -12.13], [-3.61, 29.78, -13.69], [-2.50, 28.71, -12.79], [-2.08, 23.75, -7.62], [-2.62, 24.25, -6.35], [-4.04, 24.60, -6.70], [-3.95, 25.12, -8.04], [-2.85, 24.48, -8.68], [-2.23, 22.67, -7.70], [-0.99, 23.86, -7.71], [-2.03, 25.10, -6.02], [-2.64, 23.49, -5.57], [-4.40, 25.33, -5.98], [-4.73, 23.75, -6.69], [-2.23, 25.25, -9.14], [-3.07, 23.72, -9.43], [-11.47, 22.92, -11.73], [-12.34, 23.99, -12.44], [-11.83, 23.96, -13.88], [-10.46, 23.50, -13.70], [-10.40, 22.54, -12.68], [-12.07, 22.09, -11.35], [-11.07, 23.23, -10.76], [-12.13, 24.95, -11.98], [-13.41, 23.81, -12.30], [-11.88, 24.92, -14.39], [-12.19, 23.16, -14.53], [-9.41, 22.68, -12.24], [-10.53, 21.52, -13.04], [-8.92, 19.76, -17.11], [-9.21, 20.78, -16.03], [-9.96, 21.72, -16.88], [-9.29, 21.74, -18.13], [-8.50, 20.57, -18.35], [-9.72, 19.02, -17.19], [-8.18, 19.02, -16.79], [-8.27, 21.18, -15.65], [-9.69, 20.31, -15.17], [-9.91, 22.72, -16.43], [-11.01, 21.53, -17.14], [-7.43, 20.69, -18.24], [-8.77, 20.02, -19.25], [-1.23, 18.85, -10.97], [-1.99, 17.56, -11.10], [-3.27, 18.05, -11.68], [-3.42, 19.35, -11.22], [-2.28, 19.75, -10.41], [-0.95, 19.16, -11.98], [-0.35, 18.72, -10.35], [-2.20, 17.18, -10.10], [-1.46, 16.85, -11.72], [-4.09, 17.40, -11.37], [-3.08, 18.11, -12.76], [-2.49, 19.61, -9.35], [-1.98, 20.77, -10.65], [-8.60, 27.62, -12.06], [-8.93, 26.22, -11.66], [-8.38, 26.19, -10.23], [-7.99, 27.55, -9.89], [-8.66, 28.42, -10.77], [-9.19, 27.99, -12.89], [-7.66, 27.64, -12.62], [-8.30, 25.50, -12.18], [-9.97, 25.92, -11.73], [-7.52, 25.52, -10.15], [-9.17, 25.79, -9.60], [-8.03, 29.31, -10.81], [-9.62, 28.79, -10.42], [-5.16, 23.13, -13.13], [-4.42, 22.13, -12.33], [-5.43, 22.09, -11.16], [-6.68, 21.96, -11.79], [-6.64, 22.58, -13.10], [-4.81, 23.27, -14.15], [-5.05, 24.12, -12.69], [-3.48, 22.56, -11.97], [-4.15, 21.20, -12.82], [-5.47, 23.02, -10.60], [-5.20, 21.29, -10.46], [-7.30, 23.45, -13.08], [-6.97, 21.92, -13.90], [-9.77, 21.26, -8.31], [-8.43, 21.32, -9.05], [-8.07, 22.75, -9.20], [-9.09, 23.40, -8.47], [-9.68, 22.51, -7.49], [-9.91, 20.39, -7.67], [-10.63, 21.44, -8.95], [-8.39, 20.95, -10.07], [-7.66, 20.74, -8.53], [-8.14, 23.17, -10.21], [-7.13, 23.04, -8.73], [-10.69, 22.85, -7.26], [-9.10, 22.46, -6.56], [-8.53, 17.63, -13.24], [-8.10, 19.06, -12.91], [-6.86, 18.96, -12.07], [-6.88, 17.62, -11.62], [-7.48, 16.70, -12.53], [-8.46, 17.37, -14.30], [-9.51, 17.35, -12.86], [-8.88, 19.60, -12.36], [-7.80, 19.66, -13.76], [-6.88, 19.63, -11.21], [-5.92, 19.10, -12.59], [-7.79, 15.87, -11.90], [-6.71, 16.30, -13.20], [-5.18, 18.69, -7.88], [-5.08, 20.14, -7.41], [-4.08, 20.04, -6.20], [-3.26, 18.89, -6.59], [-4.10, 17.83, -7.13], [-5.02, 18.66, -8.96], [-6.21, 18.35, -7.74], [-6.07, 20.51, -7.15], [-4.75, 20.83, -8.18], [-4.52, 19.86, -5.22], [-3.48, 20.95, -6.27], [-4.45, 17.18, -6.33], [-3.56, 17.17, -7.81], [-0.39, 23.31, -10.68], [-0.57, 24.33, -11.72], [-1.90, 24.65, -12.22], [0.18, 25.74, -11.23], [-0.17, 26.92, -11.86], [0.63, 28.10, -11.29], [0.48, 23.98, -13.16], [-1.23, 27.16, -11.73], [0.11, 26.85, -12.91], [1.43, 28.30, -12.00], [0.89, 27.98, -10.24], [-0.09, 28.92, -11.39], [0.20, 22.96, -13.44], [1.56, 24.04, -13.00], [0.25, 24.75, -13.90], [-1.06, 23.51, -16.04], [-2.11, 24.34, -16.63], [-1.97, 24.84, -18.02], [-3.61, 23.63, -16.60], [-4.71, 24.12, -17.37], [-6.00, 23.28, -17.37], [-2.51, 25.66, -15.40], [-4.35, 24.13, -18.40], [-4.94, 25.16, -17.11], [-6.84, 23.89, -17.69], [-6.36, 22.94, -16.40], [-5.90, 22.45, -18.08], [-3.29, 26.24, -15.89], [-1.63, 26.26, -15.18], [-2.96, 25.15, -14.55], [-8.92, 27.77, -18.39], [-8.38, 27.13, -17.39], [-7.06, 27.46, -17.01], [-6.52, 26.92, -15.87], [-7.18, 25.95, -15.19], [-8.44, 25.51, -15.69], [-9.02, 26.18, -16.76], [-6.50, 28.19, -17.58], [-5.53, 27.25, -15.58], [-6.68, 25.43, -14.39], [-8.97, 24.74, -15.15], [-9.95, 25.82, -17.18]],
  "e_homo_ev": [-10.9, -10.9],
  "energy_ha": -4373.7876,
  "charge": 1,
  "e_lumo_ev": [-4.21, -8.26],
  "s2": 0.767,
  "spin_multiplicity": 2,
  "gap_ev": [6.696, 2.645],
  "largest_force_ev_per_a": 4.56
}

{
  "formula": "C36H26Cl5N3OP2Tl",
  "method": "wB97M-V/def2-TZVPD",
  "species": ["Tl", "C", "C", "P", "C", "C", "C", "C", "C", "C", "C", "C", "C", "C", "C", "C", "C", "P", "C", "C", "C", "C", "C", "C", "C", "C", "C", "C", "C", "C", "H", "H", "H", "H", "H", "H", "H", "H", "H", "H", "H", "H", "H", "H", "H", "H", "H", "H", "H", "H", "H", "H", "H", "H", "H", "H", "Cl", "C", "C", "C", "Cl", "C", "Cl", "C", "Cl", "C", "Cl", "O", "N", "C", "C", "N", "C", "N"],
  "coordinates": [[0.70, 0.04, -0.85], [-0.61, -1.18, 2.62], [-1.01, -2.11, 1.46], [0.25, -2.32, 0.15], [-0.50, -3.41, -1.08], [0.26, -4.42, -1.67], [-0.31, -5.23, -2.64], [-1.63, -5.03, -3.03], [-2.39, -4.02, -2.44], [-1.82, -3.21, -1.47], [1.58, -3.27, 0.90], [1.26, -4.45, 1.58], [2.26, -5.21, 2.16], [3.59, -4.80, 2.07], [3.91, -3.64, 1.38], [2.91, -2.88, 0.80], [-1.30, 0.18, 2.54], [-0.80, 1.21, 1.11], [-2.28, 2.12, 0.61], [-3.01, 2.83, 1.56], [-4.13, 3.54, 1.18], [-4.53, 3.54, -0.15], [-3.81, 2.84, -1.10], [-2.68, 2.12, -0.72], [0.36, 2.46, 1.73], [1.36, 2.10, 2.63], [2.32, 3.03, 3.01], [2.31, 4.30, 2.46], [1.32, 4.66, 1.55], [0.35, 3.74, 1.19], [0.48, -1.08, 2.67], [-0.90, -1.65, 3.55], [-1.93, -1.77, 0.99], [-1.19, -3.13, 1.81], [1.29, -4.58, -1.37], [0.28, -6.01, -3.10], [-2.07, -5.66, -3.79], [-3.41, -3.87, -2.74], [-2.42, -2.41, -1.05], [0.23, -4.79, 1.64], [2.01, -6.12, 2.68], [4.37, -5.40, 2.52], [4.95, -3.33, 1.30], [3.16, -1.99, 0.24], [-1.13, 0.76, 3.45], [-2.38, 0.03, 2.44], [-2.69, 2.85, 2.60], [-4.69, 4.10, 1.92], [-5.42, 4.09, -0.44], [-4.13, 2.83, -2.13], [-2.14, 1.54, -1.46], [1.39, 1.10, 3.06], [3.09, 2.74, 3.71], [3.07, 5.02, 2.75], [1.31, 5.66, 1.13], [-0.42, 4.03, 0.47], [0.18, 2.65, -2.99], [1.55, 2.83, -1.97], [1.94, 1.78, -1.16], [3.04, 1.96, -0.32], [3.54, 0.69, 0.74], [3.73, 3.17, -0.28], [5.06, 3.38, 0.79], [3.32, 4.21, -1.10], [4.14, 5.72, -1.04], [2.24, 4.05, -1.96], [1.72, 5.34, -2.95], [-0.96, -0.45, -2.17], [-0.84, -0.24, -3.47], [-1.97, -0.29, -4.10], [-1.97, -0.10, -5.52], [-1.99, 0.07, -6.66], [-3.21, -0.52, -3.40], [-4.18, -0.70, -2.82]],
  "e_homo_ev": -11.8,
  "energy_ha": -4782.8141,
  "charge": 1,
  "e_lumo_ev": -3.35,
  "gap_ev": 8.403,
  "largest_force_ev_per_a": 0.40
}